{"formula": "C20H26BBeCaCl8N3O13", "method": "the ωB97M-V functional and the def2-TZVPD basis", "max_force_ev_per_a": 5.26, "homo_lumo_gap_ev": 1.143, "energy_ha": -6318.2970, "e_lumo_ev": -5.76, "homo_ev": -6.91, "spin_multiplicity": 1, "species": ["Ca", "Cl", "Cl", "Cl", "Cl", "Cl", "Cl", "Cl", "Cl", "O", "O", "O", "O", "O", "O", "O", "O", "O", "O", "O", "O", "O", "N", "N", "N", "C", "C", "C", "C", "C", "C", "C", "C", "C", "C", "C", "C", "C", "C", "C", "C", "C", "C", "C", "C", "B", "Be", "H", "H", "H", "H", "H", "H", "H", "H", "H", "H", "H", "H", "H", "H", "H", "H", "H", "H", "H", "H", "H", "H", "H", "H", "H", "H"], "xyz": [[4.468848, -4.459904, 2.834463], [0.299093, -0.131221, 2.630940], [5.079565, 3.763459, -1.580987], [8.759560, 0.289817, 1.150260], [7.597591, 0.428963, 3.794074], [6.057382, -0.677761, 1.601539], [6.420691, 2.392305, 0.627057], [0.739456, 1.433565, -3.490557], [8.325442, -2.135585, 2.667078], [-1.953184, -0.735535, -8.118008], [-2.871386, -1.014093, -10.148094], [-1.164397, 1.167489, -4.218849], [1.013586, -0.317402, -0.569440], [-3.932844, -1.012394, -6.865354], [-8.056064, 1.032515, -3.770992], [-3.666741, 1.111287, 4.649741], [-1.829057, -1.785562, -5.935787], [-7.275055, 2.754274, -5.007806], [-0.639870, -1.703849, -4.038857], [-2.382155, 2.004988, 6.267606], [-5.311655, -1.352370, -8.605009], [-2.241796, 0.548319, -6.066605], [0.272782, -4.237353, 5.546490], [1.861041, -1.888861, 1.569406], [4.016890, -2.228257, 2.109491], [-0.058905, -3.241134, 5.074129], [-7.353689, 1.570929, -4.640624], [1.956109, -1.316539, -0.909097], [-2.970658, -0.963946, -8.958645], [-0.466587, -1.946781, 4.454550], [-4.220692, -1.137534, -8.167812], [5.881955, 3.951584, -0.017674], [2.667262, -1.721972, 0.436167], [-1.268148, -1.168659, -4.911810], [-6.413803, 0.594288, -5.393409], [-1.541442, 0.297102, -5.015330], [-1.441611, -1.203770, 5.369734], [-2.722675, -1.985150, 5.632626], [7.689685, -0.519742, 2.303653], [-3.423611, 3.447928, 4.718658], [1.457774, 0.991771, -0.881374], [-3.122313, 2.024675, 5.277509], [4.062604, -1.935630, 0.722461], [2.479750, 1.609731, 0.158195], [2.683479, -2.197947, 2.604348], [-2.493878, -0.753502, -6.755163], [-3.301692, 5.758114, 4.816203], [-2.521840, -2.926264, 6.152317], [5.185517, 4.400853, 0.684733], [6.747234, 4.595738, -0.143961], [1.466645, -2.250126, -1.289687], [-2.478012, 3.932057, 4.425571], [2.033813, 2.505288, 0.662442], [0.545331, 1.638924, -0.856360], [0.417288, -1.348781, 4.289948], [-0.957954, -0.983792, 6.325617], [2.314583, -2.361191, 3.638353], [-5.821460, 1.116360, -6.141844], [-3.915346, 4.049257, 5.503191], [-1.696774, -0.248183, 4.911815], [-7.004489, -0.174231, -5.891008], [-3.396955, -1.403632, 6.262451], [-0.927496, -2.145954, 3.489062], [4.889936, -1.847317, 0.006157], [3.391874, 1.936973, -0.410635], [1.944360, 1.025951, -1.928146], [2.781992, 0.908784, 0.972362], [4.887483, -2.404991, 2.649355], [-3.241877, -2.212149, 4.697825], [-4.080124, 3.406611, 3.846713], [2.691252, -1.006340, -1.695991], [-5.737881, 0.118723, -4.683159], [0.819038, -1.749209, 1.587319]], "atomic_forces_ev_per_a": [[-0.21, -1.79, 0.14], [-0.20, 2.07, -1.19], [0.06, 0.10, -0.04], [-0.06, -0.35, 0.19], [-0.06, -0.16, -0.21], [2.01, 1.07, 0.46], [-0.14, 0.38, -0.10], [-2.03, -0.99, -0.85], [-0.15, 0.11, -0.06], [-0.28, 0.20, 0.79], [-0.11, -0.03, 0.30], [0.84, 1.86, 0.50], [0.66, -0.10, -1.54], [0.80, 0.28, 0.00], [0.40, -0.40, -0.28], [-0.22, 0.76, -0.36], [0.16, 1.28, 0.55], [0.42, -0.36, -0.30], [0.00, 0.63, 0.06], [-0.17, 0.57, -0.31], [0.32, 0.05, 0.02], [0.69, 0.40, 1.62], [0.26, -0.02, -0.10], [4.40, -1.80, -0.79], [-1.95, -0.44, 0.00], [-0.29, 0.43, -0.33], [-1.22, 1.19, 0.99], [0.62, -0.84, 1.11], [1.31, 0.20, -1.42], [-0.34, -1.58, 1.61], [-1.87, -0.28, 0.63], [-0.04, 0.20, 0.09], [1.25, 0.00, -0.97], [0.65, -2.53, 0.21], [0.96, -0.70, -0.83], [-0.11, 0.12, -1.55], [-0.28, 0.04, 0.21], [-0.01, -0.05, 0.06], [0.48, 0.36, 0.15], [-0.65, 1.79, -1.17], [-0.02, 1.08, 1.74], [0.82, -2.09, 1.41], [-5.26, -0.02, 0.00], [0.46, 0.18, -0.48], [0.07, 0.26, -1.51], [-0.94, -1.33, -1.50], [-0.03, -0.39, -0.12], [0.03, -0.01, -0.06], [-0.02, -0.14, -0.07], [-0.02, -0.14, -0.06], [-0.03, 0.97, 0.25], [0.34, -0.35, 0.05], [0.32, -0.84, -0.50], [0.80, -0.80, -0.30], [0.01, -0.23, 0.29], [0.08, 0.03, -0.10], [0.62, 0.28, -0.78], [-0.16, 0.15, 0.11], [-0.13, -0.39, 0.44], [0.14, -0.08, -0.05], [-0.12, 0.08, 0.18], [0.02, 0.03, -0.12], [0.05, -0.11, 0.09], [-0.57, -0.41, 0.86], [-0.73, -0.25, 0.76], [-0.30, -0.07, 0.99], [-0.39, 0.40, -0.72], [-0.50, 1.58, 0.12], [-0.01, 0.04, 0.05], [0.01, 0.05, 0.04], [-0.46, -0.11, 0.80], [-0.22, 0.05, 0.15], [0.25, 0.93, 0.74]]}


{"formula": "C7H16N2O", "method": "the ωB97M-V functional and the def2-TZVPD basis", "max_force_ev_per_a": 1.20, "homo_lumo_gap_ev": 9.592, "energy_ha": -461.0343, "e_lumo_ev": 0.72, "homo_ev": -8.87, "spin_multiplicity": 1, "species": ["O", "N", "N", "C", "C", "C", "C", "C", "C", "C", "H", "H", "H", "H", "H", "H", "H", "H", "H", "H", "H", "H", "H", "H", "H", "H"], "xyz": [[-0.039320, -1.592952, -1.425865], [1.607500, -3.187508, -0.974261], [0.490996, 1.473540, -1.817299], [-0.632781, -1.996210, 1.706302], [0.797851, -2.377111, -1.298432], [-1.754507, 1.149443, -0.746974], [-0.281158, 1.543892, -0.585571], [1.319495, -0.444561, 1.624449], [0.812236, -1.661756, 1.513912], [-0.156886, 2.947782, -0.000826], [1.461717, -2.493451, 1.291847], [-2.259372, 1.828574, -1.434532], [0.891887, 3.213295, 0.098532], [-1.831994, 0.137956, -1.138204], [-0.630117, 2.997978, 0.976619], [-0.635905, 3.674139, -0.655395], [-1.268836, -1.211046, 1.308075], [-0.858466, -2.104977, 2.770977], [2.369991, -0.252376, 1.473675], [0.725723, 0.393164, 1.936480], [0.449968, 0.529275, -2.184245], [2.289866, -3.741497, -1.436354], [-2.265325, 1.191790, 0.212255], [0.084595, 2.090031, -2.517209], [-0.879109, -2.934411, 1.215171], [0.191949, 0.826998, 0.086871]], "atomic_forces_ev_per_a": [[-0.81, 0.74, -0.47], [0.57, -0.68, 0.29], [0.04, 0.06, -0.35], [0.02, 0.00, 0.24], [0.16, -0.24, 0.06], [0.35, 0.03, 0.00], [-0.24, 0.11, 0.08], [0.34, -0.36, 0.30], [0.03, 0.13, 0.38], [0.10, -0.41, -0.02], [0.15, 0.01, -0.03], [-0.05, 0.08, -0.06], [0.10, 0.08, 0.03], [-0.07, -0.07, -0.03], [-0.09, 0.08, 0.11], [-0.08, 0.12, -0.07], [-0.13, 0.08, -0.05], [-0.05, -0.08, -0.05], [0.17, -0.01, 0.00], [-0.27, 0.28, 0.00], [-0.03, 0.10, -0.06], [0.15, -0.08, -0.35], [-0.15, 0.00, 0.13], [0.06, -0.08, 0.02], [-0.12, -0.05, -0.04], [-0.16, 0.17, -0.07]]}